a.
Computed, not measured: a 2-piece molecular cluster, C7H15N2 overall, with the ωB97M-V functional and the def2-TZVPD basis.

Positions of all 24 atoms, in Å:
C1 -0.745 0.323 -0.335
C2 3.425 -1.539 1.652
C3 -1.371 0.194 -1.454
C4 -2.856 0.474 -1.426
C5 -0.628 0.033 -2.785
C6 -0.563 -0.428 1.892
C7 0.321 1.705 1.306
N1 2.611 -0.952 0.829
N2 -0.464 0.561 0.849
H1 4.293 -2.159 1.340
H2 3.206 -1.701 2.683
H3 -3.466 -0.377 -1.696
H4 -2.777 1.251 -2.281
H5 -3.229 1.108 -0.502
H6 -0.414 -1.018 -2.814
H7 0.402 0.547 -2.601
H8 -1.139 0.480 -3.674
H9 0.441 -0.935 2.107
H10 -0.990 0.089 2.796
H11 -1.156 -1.313 1.730
H12 0.578 2.365 0.470
H13 -0.035 2.404 2.140
H14 1.340 1.354 1.672
H15 2.844 -1.140 -0.223

The value obtained for the HOMO energy is -0.49692 hartree. The gap between HOMO and LUMO comes out at 9.72 eV. Its charge is +1.

Here are the Mulliken charges for atoms 1 to 4, given in e: 0.457 -0.234 0.308 -1.034

b.
Computed, not measured: an isolated ion of composition C7H15N2 and charge +1, with the ωB97M-V functional and the def2-TZVPD basis.

Positions of all 24 atoms, in Å:
C1 2.120 -0.412 -0.155
N1 1.150 -0.022 0.830
C2 1.701 0.084 2.174
C3 -0.124 0.256 0.580
N2 -1.095 0.550 1.475
C4 -2.171 0.431 0.493
C5 -0.997 0.108 -0.586
C6 -0.636 1.213 -1.623
C7 -1.265 -1.217 -1.262
H1 3.088 -0.120 0.232
H2 1.886 -1.510 -0.254
H3 1.751 0.019 -1.190
H4 2.343 -0.770 2.246
H5 2.414 0.913 2.309
H6 0.955 0.123 3.000
H7 -1.193 0.935 2.433
H8 -2.520 1.440 0.382
H9 -2.801 -0.371 0.687
H10 -1.258 0.999 -2.543
H11 0.371 0.988 -1.987
H12 -0.677 2.295 -1.213
H13 -2.176 -1.196 -1.874
H14 -1.339 -2.075 -0.470
H15 -0.370 -1.494 -1.779

The value obtained for the HOMO energy is -0.50785 hartree. The gap between HOMO and LUMO comes out at 10.97 eV. Its charge is +1.

Here are the Mulliken charges for atoms 1 to 4, given in e: -0.824 -0.030 -0.950 0.214

The structure with the most favorable energy is b; the runner-up is 236.3 kJ/mol above it.

a.
Computed, not measured: a 2-piece molecular cluster, C12H16N2O overall, with the ωB97M-V functional and the def2-TZVPD basis.

Positions of all 31 atoms, in Å:
C1 1.488 -0.324 -2.524
C2 0.646 -1.597 -2.476
C3 -0.032 -1.813 -1.136
C4 0.523 -2.714 -0.262
N1 -0.376 -2.794 0.775
C5 -1.434 -2.014 0.454
N2 -1.246 -1.395 -0.679
H1 0.858 0.557 -2.656
H2 2.157 -0.341 -3.388
H3 2.065 -0.222 -1.611
H4 -0.081 -1.636 -3.252
H5 1.269 -2.477 -2.612
H6 1.364 -3.379 -0.348
H7 -0.320 -3.462 1.521
H8 -2.168 -1.942 1.243
C6 0.318 2.862 -0.943
C7 0.002 2.011 0.249
C8 -1.323 1.760 0.562
C9 -1.680 1.098 1.729
C10 -0.643 0.746 2.572
O1 -0.933 0.152 3.794
C11 0.705 0.924 2.297
C12 0.993 1.533 1.090
H9 0.022 2.333 -1.861
H10 1.363 3.112 -1.052
H11 -0.280 3.767 -1.056
H12 -2.095 2.009 -0.134
H13 -2.659 0.723 1.993
H14 -1.887 0.183 3.918
H15 1.396 0.516 3.019
H16 1.991 1.823 0.773

The value obtained for the HOMO energy is -0.29907 hartree. The gap between HOMO and LUMO comes out at 8.87 eV.

Here are the Mulliken charges for atoms 1 to 4, given in e: -0.743 -0.685 0.633 -0.608

b.
Computed, not measured: C12H16N2O in the gas phase, with the ωB97M-V functional and the def2-TZVPD basis.

Positions of all 31 atoms, in Å:
C1 -4.853 -0.912 -0.088
O1 -4.166 0.373 -0.369
C2 -2.914 0.183 -0.218
C3 -2.031 1.261 -0.244
C4 -0.687 1.041 0.174
C5 -0.269 -0.212 0.494
C6 -1.164 -1.225 0.669
N1 -2.469 -1.005 0.296
C7 1.174 -0.574 0.679
N2 1.519 -1.575 -0.428
C8 2.916 -1.579 -0.472
C9 3.357 -0.172 -0.249
C10 2.259 0.557 0.465
C11 1.661 1.648 -0.415
C12 0.314 2.123 0.341
H1 -4.480 -1.242 0.865
H2 -4.630 -1.573 -0.950
H3 -5.895 -0.620 -0.260
H4 -2.188 2.266 -0.594
H5 -0.836 -2.187 0.727
H6 1.228 -1.283 1.607
H7 1.046 -1.189 -1.359
H8 3.368 -2.260 -1.305
H9 3.135 -2.217 0.311
H10 4.169 -0.203 0.455
H11 3.741 0.261 -1.108
H12 2.562 0.886 1.483
H13 1.431 1.490 -1.564
H14 2.295 2.513 -0.382
H15 -0.131 3.176 -0.039
H16 0.538 2.252 1.477

The value obtained for the HOMO energy is -0.30968 hartree. The gap between HOMO and LUMO comes out at 9.31 eV.

Here are the Mulliken charges for atoms 1 to 4, given in e: -0.692 -0.392 0.316 -1.030

The structure with the most favorable energy is a; the runner-up is 238.4 kJ/mol above it.

a.
Computed, not measured: a 10-piece molecular cluster, C20H40Br20 overall, with the ωB97M-V functional and the def2-TZVPD basis.

Positions of all 80 atoms, in Å:
Br1 -1.030 2.026 5.104
C1 0.914 2.331 5.317
C2 1.174 2.623 6.857
Br2 3.100 2.840 7.277
H1 1.265 3.202 4.765
H2 1.507 1.500 4.934
H3 0.691 1.840 7.440
H4 0.500 3.442 7.106
Br3 1.321 1.291 2.052
C3 0.029 0.455 0.787
C4 0.452 -1.041 0.495
Br4 -1.039 -1.959 -0.494
H5 -0.064 1.141 -0.055
H6 -0.913 0.337 1.324
H7 0.494 -1.663 1.389
H8 1.375 -1.110 -0.080
Br5 -2.966 -0.801 -3.167
C5 -2.915 1.224 -3.189
C6 -1.603 1.654 -2.555
Br6 -0.959 3.365 -3.161
H9 -3.687 1.666 -2.560
H10 -3.063 1.617 -4.195
H11 -0.781 0.957 -2.719
H12 -1.706 1.661 -1.470
Br7 5.147 1.787 1.412
C7 4.058 3.438 1.077
C8 4.837 4.755 0.973
Br8 3.731 6.460 0.827
H13 3.245 3.426 1.803
H14 3.479 3.126 0.208
H15 5.553 4.749 0.152
H16 5.435 4.920 1.869
Br9 2.047 -2.527 -2.584
C9 0.154 -2.812 -3.342
C10 0.415 -2.734 -4.874
Br10 0.616 -0.826 -5.258
H17 -0.540 -2.054 -2.979
H18 -0.198 -3.749 -2.912
H19 -0.376 -3.159 -5.493
H20 1.353 -3.219 -5.145
Br11 -3.756 -1.469 1.997
C11 -4.255 -0.404 0.378
C12 -5.493 -1.081 -0.353
Br12 -6.074 0.240 -1.704
H21 -3.398 -0.390 -0.295
H22 -4.523 0.617 0.653
H23 -6.311 -1.292 0.335
H24 -5.315 -2.037 -0.844
Br13 -4.872 -4.811 -1.664
C13 -2.985 -4.691 -1.118
C14 -2.198 -6.056 -1.389
Br14 -0.222 -5.804 -1.159
H25 -2.913 -4.351 -0.085
H26 -2.687 -3.851 -1.745
H27 -2.373 -6.431 -2.397
H28 -2.556 -6.856 -0.741
Br15 2.672 -4.530 1.497
C15 3.932 -3.084 1.241
C16 4.782 -3.342 -0.032
Br16 5.790 -1.700 -0.437
H29 4.512 -3.071 2.164
H30 3.326 -2.181 1.165
H31 4.251 -3.763 -0.885
H32 5.502 -4.098 0.281
Br17 -2.874 2.442 2.058
C17 -4.632 2.791 2.789
C18 -4.594 3.540 4.095
Br18 -4.180 5.421 3.617
H33 -4.953 1.782 3.050
H34 -5.312 3.111 2.001
H35 -3.893 3.067 4.783
H36 -5.581 3.526 4.556
Br19 2.753 2.492 -5.179
C19 3.817 0.920 -4.377
C20 4.086 1.081 -2.842
Br20 2.267 1.209 -1.922
H37 4.773 0.738 -4.867
H38 3.139 0.076 -4.499
H39 4.734 1.903 -2.538
H40 4.566 0.157 -2.521

The value obtained for the HOMO energy is -0.36271 hartree. The gap between HOMO and LUMO comes out at 9.90 eV.

Here are the Mulliken charges for atoms 1 to 4, given in e: -0.107 -0.577 -0.762 -0.190

b.
Computed, not measured: a 10-piece molecular cluster, C20H40Br20 overall, with the ωB97M-V functional and the def2-TZVPD basis.

Positions of all 80 atoms, in Å:
Br1 -4.276 2.872 -0.502
C1 -3.477 2.590 -2.269
C2 -4.400 3.143 -3.329
Br2 -5.581 1.724 -4.020
H1 -3.268 1.535 -2.411
H2 -2.537 3.135 -2.292
H3 -3.831 3.466 -4.202
H4 -5.000 3.999 -3.042
Br3 -5.250 2.081 4.442
C3 -5.481 1.013 2.841
C4 -4.500 -0.137 2.740
Br4 -2.908 0.419 1.742
H5 -5.330 1.687 2.007
H6 -6.482 0.589 2.796
H7 -4.930 -0.968 2.181
H8 -4.118 -0.570 3.660
Br5 7.480 -2.641 -4.039
C5 5.865 -3.143 -3.081
C6 5.242 -1.927 -2.439
Br6 4.353 -0.791 -3.741
H9 6.174 -3.851 -2.317
H10 5.159 -3.606 -3.765
H11 5.984 -1.297 -1.948
H12 4.551 -2.170 -1.631
Br7 -1.226 4.593 6.579
C7 -0.754 3.015 5.520
C8 0.740 2.824 5.443
Br8 1.023 1.229 4.264
H13 -1.144 3.139 4.510
H14 -1.286 2.162 5.927
H15 1.114 2.486 6.407
H16 1.368 3.623 5.071
Br9 -1.068 0.912 -5.177
C9 -0.460 -0.846 -4.563
C10 -1.136 -1.238 -3.261
Br10 -0.306 -2.971 -2.785
H17 0.609 -0.725 -4.428
H18 -0.689 -1.596 -5.313
H19 -2.212 -1.362 -3.354
H20 -0.949 -0.571 -2.426
Br11 -4.370 -1.410 -0.904
C11 -3.384 -2.771 0.140
C12 -3.227 -4.004 -0.710
Br12 -2.197 -5.307 0.342
H21 -3.917 -3.061 1.041
H22 -2.457 -2.244 0.334
H23 -2.699 -3.857 -1.647
H24 -4.205 -4.387 -0.997
Br13 3.154 4.530 -2.243
C13 2.945 2.598 -2.607
C14 2.165 2.354 -3.868
Br14 3.059 3.100 -5.489
H25 2.417 2.085 -1.809
H26 3.953 2.224 -2.755
H27 1.176 2.801 -3.896
H28 2.103 1.310 -4.161
Br15 8.190 0.809 -1.337
C15 6.434 1.515 -0.949
C16 5.996 1.204 0.462
Br16 4.239 2.029 0.753
H29 5.763 1.124 -1.706
H30 6.515 2.597 -1.010
H31 6.622 1.534 1.287
H32 5.853 0.151 0.708
Br17 -0.779 -2.026 3.659
C17 -2.124 -3.417 4.012
C18 -2.062 -3.737 5.482
Br18 -3.206 -5.309 5.839
H33 -1.855 -4.260 3.377
H34 -3.138 -3.222 3.660
H35 -2.497 -2.947 6.083
H36 -1.080 -4.054 5.806
Br19 -0.277 1.715 -0.995
C19 0.561 1.033 0.676
C20 0.791 -0.441 0.512
Br20 2.187 -0.878 -0.780
H37 -0.104 1.232 1.511
H38 1.476 1.595 0.823
H39 -0.060 -1.016 0.141
H40 0.976 -1.019 1.418

The value obtained for the HOMO energy is -0.36010 hartree. The gap between HOMO and LUMO comes out at 9.86 eV.

Here are the Mulliken charges for atoms 1 to 4, given in e: -0.143 -0.126 -0.622 -0.172

The structure with the most favorable energy is b; the runner-up is 175.7 kJ/mol above it.